--- w ---
The following is a quantum chemistry calculation of C5H10NP in the gas phase, from the Open Molecules 2025 dataset.

For the orbital gap, the calculation gives 0.3818 Ha. For the lowest unoccupied orbital energy, the calculation gives 0.6607 eV. Its SMILES is CC[C@@](C)(P)C#N.

Structure (ORCA input):
```
! RIJCOSX wB97M-V def2-TZVPD def2/J DEFGRID3
* xyz 0 1
C -1.394 0.565 1.011
C 1.851 0.102 0.801
C -0.394 1.349 -1.074
C 0.614 -0.720 0.329
C -0.621 0.033 -0.045
N -2.016 1.126 1.785
P -1.847 -1.226 -1.035
H 1.515 0.763 1.592
H 2.363 0.623 0.046
H 2.604 -0.753 1.159
H 0.044 2.099 -0.323
H 0.184 1.318 -1.960
H -1.426 1.627 -1.303
H 0.169 -1.367 1.187
H 1.058 -1.527 -0.431
H -1.840 -2.075 0.084
H -0.863 -1.936 -1.823
*
```

Here is what natural (NBO) gives for the atomic charges, in e: 0.25 -0.61 -0.60 -0.41 -0.33 -0.30 0.31 0.21 0.21 0.21 0.22 0.22 0.22 0.22 0.22 -0.02 -0.02

--- x ---
The following is a quantum chemistry calculation of C5H10NP in the gas phase, from the Open Molecules 2025 dataset.

For the orbital gap, the calculation gives 0.2549 Ha. For the lowest unoccupied orbital energy, the calculation gives 0.0086 eV.

Structure (ORCA input):
```
! RIJCOSX wB97M-V def2-TZVPD def2/J DEFGRID3
* xyz 0 1
C -0.579 0.068 -0.142
C 0.582 1.105 -0.404
C -0.320 -1.324 -0.544
C 0.298 2.422 0.319
C -0.708 -2.458 0.339
N 1.861 0.643 -0.036
P 2.402 -0.783 0.108
H -0.812 0.098 0.925
H -1.426 0.493 -0.691
H 0.626 1.290 -1.488
H -0.189 -1.539 -1.596
H -0.146 2.235 1.294
H -0.372 3.056 -0.255
H 1.237 2.949 0.470
H -1.733 -2.789 0.137
H -0.660 -2.152 1.382
H -0.060 -3.316 0.183
*
```

Here is what natural (NBO) gives for the atomic charges, in e: -0.49 -0.06 -0.21 -0.61 -0.65 -0.85 0.79 0.20 0.23 0.20 0.19 0.20 0.21 0.23 0.20 0.21 0.22

--- y ---
The following is a quantum chemistry calculation of C5H10NP in the gas phase, from the Open Molecules 2025 dataset.

For the orbital gap, the calculation gives 0.3190 Ha. For the lowest unoccupied orbital energy, the calculation gives 0.5967 eV. Its SMILES is [H]/P=C1/CCCN1C.

Structure (ORCA input):
```
! RIJCOSX wB97M-V def2-TZVPD def2/J DEFGRID3
* xyz 0 1
C -0.545 0.189 -0.990
C 0.858 0.410 -1.457
C 1.793 0.475 -0.255
C 0.804 0.344 0.972
C -1.355 -0.669 1.256
N -0.628 0.355 0.577
P -1.890 -0.319 -1.929
H 1.072 -0.452 -2.169
H 0.930 1.281 -2.028
H 2.446 -0.402 -0.181
H 2.383 1.426 -0.273
H 0.862 -0.528 1.587
H 0.915 1.220 1.641
H -2.328 -0.775 0.664
H -0.738 -1.603 1.398
H -1.721 -0.360 2.215
H -2.857 -0.592 -1.029
*
```

Here is what natural (NBO) gives for the atomic charges, in e: -0.11 -0.50 -0.41 -0.23 -0.42 -0.43 0.28 0.24 0.24 0.22 0.22 0.18 0.20 0.21 0.17 0.20 -0.06

--- z ---
The following is a quantum chemistry calculation of C5H10NP in the gas phase, from the Open Molecules 2025 dataset.

For the orbital gap, the calculation gives 0.2974 Ha. For the lowest unoccupied orbital energy, the calculation gives 0.3288 eV. Its SMILES is CCC(C#N)=[PH2]C.

Structure (ORCA input):
```
! RIJCOSX wB97M-V def2-TZVPD def2/J DEFGRID3
* xyz 0 1
C 2.124 0.894 0.184
C 0.386 -0.907 2.429
C -0.437 -0.203 -2.787
C 0.751 -1.014 0.964
C 0.876 0.307 0.259
N 3.059 1.568 0.210
P -0.173 0.558 -1.064
H 0.436 -1.891 2.853
H -0.592 -0.547 2.550
H 1.015 -0.298 3.110
H 0.355 -0.807 -3.014
H -1.467 -0.642 -2.416
H -0.599 0.509 -3.634
H -0.185 -1.382 0.527
H 1.732 -1.713 0.932
H 0.174 1.845 -1.228
H -1.465 0.568 -0.507
*
```

Here is what natural (NBO) gives for the atomic charges, in e: 0.25 -0.60 -0.93 -0.38 -0.72 -0.38 1.05 0.20 0.20 0.21 0.24 0.24 0.26 0.18 0.21 0.00 -0.02

The data favor w; the next most stable structure lies 7.8 kcal/mol above it.

--- w ---
The following is a quantum chemistry calculation of 2 unconnected molecules or ions with the total composition C8H20N5, from the Open Molecules 2025 dataset.

For the orbital gap (alpha / beta), the calculation gives 0.1913 / 0.2622 Ha. For the lowest unoccupied orbital energy (alpha / beta), the calculation gives -5.6509 / -4.4684 eV.

Structure (ORCA input):
```
! RIJCOSX wB97M-V def2-TZVPD def2/J DEFGRID3
* xyz 1 1
C 1.595 -2.003 0.063
C -2.116 1.227 -0.797
C 1.897 -2.704 -1.178
C -2.953 0.075 -1.164
C -3.802 3.967 -0.806
C -1.882 2.419 -1.712
C -3.179 3.072 -2.098
C 3.789 -1.277 2.947
N 0.423 -1.551 0.031
N 2.538 -2.203 1.121
N -0.456 -0.864 -0.374
N 4.777 -2.267 3.421
N 2.543 -1.968 2.522
H 1.454 -2.476 -2.062
H 1.763 -3.845 -1.015
H 2.976 -2.605 -1.498
H -2.986 0.083 -2.263
H -3.986 -0.045 -0.851
H -2.250 -0.622 -0.689
H -3.093 4.556 -0.324
H -4.239 3.348 -0.038
H -4.639 4.561 -1.263
H -1.279 3.257 -1.169
H -1.442 2.205 -2.631
H -3.000 3.688 -3.020
H -4.007 2.346 -2.373
H 4.106 -0.819 2.079
H 3.417 -0.636 3.737
H 3.109 -3.026 0.869
H -2.149 1.687 0.316
H 4.820 -2.317 4.389
H 5.656 -2.393 2.793
H 2.593 -2.868 3.036
*
```

Here is what natural (NBO) gives for the atomic charges, in e: 0.35 0.26 -0.66 -0.78 -0.61 -0.53 -0.38 -0.07 -0.04 -0.42 -0.09 -0.90 -0.46 0.25 0.25 0.25 0.23 0.29 0.31 0.21 0.20 0.23 0.23 0.24 0.24 0.21 0.19 0.20 0.38 0.22 0.39 0.40 0.37

--- x ---
The following is a quantum chemistry calculation of a gas-phase ion, C8H20N5 (charge +1), from the Open Molecules 2025 dataset.

For the orbital gap, the calculation gives 0.3457 Ha. For the lowest unoccupied orbital energy, the calculation gives -2.8289 eV. Its SMILES is [H]/N=C(/C)[C@@H](NCCCC)[NH+]=C(N)N.

Structure (ORCA input):
```
! RIJCOSX wB97M-V def2-TZVPD def2/J DEFGRID3
* xyz 1 1
C -2.136 1.803 0.234
C -2.739 -1.393 -0.232
C -2.203 1.717 1.702
C 5.042 -0.309 0.415
C 3.893 -0.421 -0.651
C 2.696 0.154 0.099
C 1.382 0.031 -0.673
C -1.017 0.583 -0.332
N -2.691 2.425 -0.688
N -3.053 -2.679 0.073
N -3.603 -0.694 -0.961
N 0.276 0.742 0.027
N -1.570 -0.855 0.008
H -2.060 0.579 2.059
H -1.464 2.253 2.091
H -3.258 2.049 2.015
H 4.907 -0.896 1.228
H 5.920 -0.551 -0.101
H 5.171 0.771 0.647
H 3.910 0.269 -1.595
H 3.636 -1.390 -0.901
H 2.698 -0.401 0.984
H 2.731 1.275 0.151
H 0.982 -0.935 -0.744
H 1.280 0.554 -1.729
H -1.256 0.502 -1.338
H -2.537 2.354 -1.664
H -3.597 -3.205 -0.573
H -2.603 -3.059 0.888
H -4.378 -1.201 -1.415
H -3.885 0.181 -0.569
H 0.419 1.084 0.977
H -0.894 -1.338 0.568
*
```

Here is what natural (NBO) gives for the atomic charges, in e: 0.36 0.67 -0.68 -0.60 -0.38 -0.41 -0.19 0.08 -0.62 -0.80 -0.81 -0.65 -0.57 0.22 0.24 0.26 0.20 0.22 0.21 0.21 0.20 0.21 0.21 0.17 0.20 0.18 0.39 0.42 0.42 0.41 0.43 0.39 0.41

The data favor x; the next most stable structure lies 131.9 kcal/mol above it.

--- w ---
The following is a quantum chemistry calculation of 4 unconnected molecules or ions with the total composition C2H11O4, from the Open Molecules 2025 dataset.

For the orbital gap, the calculation gives 0.2994 Ha. For the lowest unoccupied orbital energy, the calculation gives 3.7194 eV.

Structure (ORCA input):
```
! RIJCOSX wB97M-V def2-TZVPD def2/J DEFGRID3
* xyz -1 1
C -1.228 0.575 0.276
O -0.217 0.064 -0.548
C -0.990 -0.177 1.702
H -1.244 1.726 0.326
H -2.286 0.198 0.031
H -0.104 0.288 2.132
H -1.856 0.165 2.505
H -0.721 -1.169 1.542
H -0.866 0.100 -1.873
H -0.635 -0.398 -3.183
O -1.428 -0.064 -2.782
H 1.063 1.181 -0.385
H 2.349 1.110 0.174
O 1.891 1.680 -0.512
H 2.425 -1.794 0.910
H 1.603 -1.379 -0.274
O 2.245 -2.105 -0.044
*
```

Here is what natural (NBO) gives for the atomic charges, in e: -0.04 -0.96 -0.63 0.13 0.13 0.18 0.16 0.21 0.50 0.43 -1.04 0.50 0.43 -0.98 0.45 0.51 -0.96

--- x ---
The following is a quantum chemistry calculation of 4 unconnected molecules or ions with the total composition C2H11O4, from the Open Molecules 2025 dataset.

For the orbital gap, the calculation gives 0.3088 Ha. For the lowest unoccupied orbital energy, the calculation gives 4.0539 eV.

Structure (ORCA input):
```
! RIJCOSX wB97M-V def2-TZVPD def2/J DEFGRID3
* xyz -1 1
C -0.271 1.253 0.612
O 0.003 -0.065 0.419
C -1.054 2.027 -0.518
H -0.930 1.420 1.501
H 0.611 1.877 0.847
H -0.752 3.066 -0.354
H -0.661 1.810 -1.508
H -2.118 1.907 -0.371
H -1.329 -2.365 -1.037
H -1.051 -0.970 -0.390
O -1.727 -1.484 -0.969
H 1.705 0.269 -0.683
H 1.337 -0.121 -2.015
O 2.011 0.424 -1.582
H 1.110 -2.414 1.564
H 0.493 -1.018 1.660
O 0.899 -1.761 2.221
*
```

Here is what natural (NBO) gives for the atomic charges, in e: -0.01 -0.97 -0.65 0.10 0.10 0.18 0.20 0.19 0.44 0.51 -1.02 0.50 0.46 -0.98 0.44 0.52 -1.02

The data favor x; the next most stable structure lies 25.7 kcal/mol above it.

--- w ---
The following is a quantum chemistry calculation of C4H5Cl in the gas phase, from the Open Molecules 2025 dataset.

For the orbital gap, the calculation gives 0.3738 Ha. For the lowest unoccupied orbital energy, the calculation gives 0.8412 eV. Its SMILES is C=CC(=C)Cl.

Structure (ORCA input):
```
! RIJCOSX wB97M-V def2-TZVPD def2/J DEFGRID3
* xyz 0 1
C -0.988 -1.576 -0.201
C 0.715 1.666 -0.136
C -0.607 -0.400 0.264
C 0.734 0.382 0.158
Cl 2.188 -0.457 0.198
H -1.880 -2.113 -0.005
H -0.212 -2.263 -0.790
H 1.570 2.325 -0.170
H -0.285 2.128 -0.097
H -1.235 0.308 0.780
*
```

Here is what natural (NBO) gives for the atomic charges, in e: -0.37 -0.40 -0.22 -0.08 0.03 0.21 0.20 0.22 0.20 0.21

--- x ---
The following is a quantum chemistry calculation of C4H5Cl in the gas phase, from the Open Molecules 2025 dataset.

For the orbital gap (alpha / beta), the calculation gives 0.2806 / 0.2829 Ha. For the lowest unoccupied orbital energy (alpha / beta), the calculation gives 0.0168 / 0.0395 eV.

Structure (ORCA input):
```
! RIJCOSX wB97M-V def2-TZVPD def2/J DEFGRID3
* xyz 0 1
C -0.426 1.237 -0.065
C 0.067 -1.222 -0.261
C -0.500 0.051 0.582
C 0.990 -0.481 0.559
Cl 2.412 0.063 -0.184
H 0.222 1.517 -0.901
H -1.169 1.985 0.244
H -0.619 -2.052 0.034
H 0.204 -0.975 -1.343
H -1.181 -0.124 1.335
*
```

Here is what natural (NBO) gives for the atomic charges, in e: -0.34 -0.40 -0.23 -0.16 0.02 0.21 0.20 0.26 0.20 0.24

The data favor w; the next most stable structure lies 69.8 kcal/mol above it.

--- w ---
The following is a quantum chemistry calculation of C11H14Si in the gas phase, from the Open Molecules 2025 dataset.

For the orbital gap (alpha / beta), the calculation gives 0.2670 / 0.1988 Ha. For the lowest unoccupied orbital energy (alpha / beta), the calculation gives 0.2269 / -0.5811 eV.

Structure (ORCA input):
```
! RIJCOSX wB97M-V def2-TZVPD def2/J DEFGRID3
* xyz 0 1
C 1.209 0.226 2.905
C 0.645 1.509 3.032
C 1.425 -0.303 1.619
C 0.247 2.170 1.916
C 1.039 0.369 0.490
C 0.446 1.682 0.581
C 0.918 -0.347 -0.770
C 1.945 -0.530 -1.614
C -0.059 2.408 -0.445
C -2.343 -0.760 -0.294
C -1.040 -2.463 -2.615
Si -0.752 -1.054 -1.325
H 1.443 -0.450 3.636
H 0.420 1.875 3.938
H 1.706 -1.270 1.372
H -0.313 3.114 2.066
H 2.104 -1.258 -2.483
H 2.872 0.099 -1.388
H -0.602 3.278 -0.379
H -0.082 2.022 -1.567
H -2.223 0.127 0.373
H -3.106 -0.655 -0.945
H -2.539 -1.485 0.397
H -1.984 -2.410 -2.953
H -0.275 -2.418 -3.459
H -1.102 -3.477 -2.086
*
```

Here is what natural (NBO) gives for the atomic charges, in e: -0.20 -0.22 -0.20 -0.17 -0.05 -0.12 -0.48 -0.40 -0.32 -1.08 -1.08 1.27 0.21 0.21 0.21 0.20 0.21 0.19 0.19 0.20 0.25 0.23 0.22 0.23 0.25 0.24

--- x ---
The following is a quantum chemistry calculation of C11H14Si in the gas phase, from the Open Molecules 2025 dataset.

For the orbital gap (alpha / beta), the calculation gives 0.2915 / 0.2378 Ha. For the lowest unoccupied orbital energy (alpha / beta), the calculation gives -0.3607 / 0.1916 eV.

Structure (ORCA input):
```
! RIJCOSX wB97M-V def2-TZVPD def2/J DEFGRID3
* xyz 0 1
C -1.029 0.172 3.940
C -1.599 0.601 2.733
C 0.229 -0.421 3.932
C -0.765 0.689 1.643
C 0.942 -0.620 2.723
C 0.459 -0.081 1.565
C -0.745 0.346 -2.106
C 0.496 0.056 -1.637
C -1.069 0.051 -3.560
C -1.923 1.092 -4.067
C 2.957 -1.053 -0.178
Si 1.391 0.042 -0.013
H -1.493 0.256 4.817
H -2.617 1.107 2.866
H 0.805 -0.716 4.893
H -1.183 1.249 0.895
H 1.955 -1.159 2.593
H -1.366 0.885 -1.457
H 1.206 -0.502 -2.394
H -0.159 -0.075 -4.005
H -1.629 -0.989 -3.772
H -2.970 0.974 -4.395
H -1.519 1.944 -4.642
H 3.779 -0.645 0.466
H 2.641 -2.089 0.316
H 3.208 -1.114 -1.153
*
```

Here is what natural (NBO) gives for the atomic charges, in e: -0.21 -0.20 -0.21 -0.19 -0.19 -0.52 -0.14 -0.70 -0.52 -0.27 -1.08 1.31 0.20 0.22 0.22 0.20 0.21 0.20 0.20 0.22 0.21 0.17 0.17 0.24 0.23 0.23

The data favor w; the next most stable structure lies 18.9 kcal/mol above it.

--- w ---
The following is a quantum chemistry calculation of 2 unconnected molecules or ions with the total composition C3H10NO2, from the Open Molecules 2025 dataset.

For the orbital gap (alpha / beta), the calculation gives 0.3828 / 0.2606 Ha. As for the expectation value of S²: 0.76. For the lowest unoccupied orbital energy (alpha / beta), the calculation gives 0.7290 / -2.5936 eV.

Structure (ORCA input):
```
! RIJCOSX wB97M-V def2-TZVPD def2/J DEFGRID3
* xyz 0 2
C -0.394 0.173 0.699
N -0.154 0.981 -0.514
C 1.051 0.703 -1.323
O 0.883 -0.602 -1.725
C -1.522 0.769 1.525
H 0.572 0.071 1.202
H -0.680 -0.831 0.349
H -1.003 1.065 -1.032
H 1.104 1.467 -2.119
H 1.926 0.959 -0.655
H -1.388 1.816 1.825
H -2.441 0.726 0.917
H -1.637 0.332 2.508
H 0.803 -3.079 -0.163
H 1.239 -1.755 -0.922
O 1.641 -2.795 -0.571
*
```

Here is what natural (NBO) gives for the atomic charges, in e: -0.24 -0.44 0.05 -0.42 -0.63 0.21 0.20 0.37 0.17 0.17 0.22 0.21 0.23 0.44 0.48 -1.02

--- x ---
The following is a quantum chemistry calculation of 3 unconnected molecules or ions with the total composition C3H10NO2, from the Open Molecules 2025 dataset.

For the orbital gap (alpha / beta), the calculation gives 0.1896 / 0.2508 Ha. As for the expectation value of S²: 0.77. For the lowest unoccupied orbital energy (alpha / beta), the calculation gives 0.0023 / -0.1089 eV.

Structure (ORCA input):
```
! RIJCOSX wB97M-V def2-TZVPD def2/J DEFGRID3
* xyz 0 2
C 0.387 -0.916 1.157
C 1.198 -2.066 1.045
C 0.815 1.421 0.762
N 0.618 0.207 0.300
H -0.686 -0.979 1.437
H 0.721 -2.831 0.485
H 2.438 -2.064 1.266
H 0.597 1.660 1.751
H 1.418 2.139 0.199
H 0.636 0.140 -0.963
H -0.589 1.382 -2.123
H -0.058 0.252 -3.052
O 0.089 0.618 -2.163
H -2.767 0.084 0.627
H -2.636 0.724 -0.676
O -2.179 0.229 -0.051
*
```

Here is what natural (NBO) gives for the atomic charges, in e: -0.09 -0.53 -0.24 -0.56 0.15 0.19 0.19 0.16 0.17 0.47 0.51 0.50 -0.91 0.47 0.46 -0.92

--- y ---
The following is a quantum chemistry calculation of a molecular structure, C3H10NO2, from the Open Molecules 2025 dataset.

For the orbital gap (alpha / beta), the calculation gives 0.4084 / 0.2546 Ha. As for the expectation value of S²: 0.76. For the lowest unoccupied orbital energy (alpha / beta), the calculation gives 1.0250 / -3.0773 eV.

Structure (ORCA input):
```
! RIJCOSX wB97M-V def2-TZVPD def2/J DEFGRID3
* xyz 0 2
C -0.223 -1.619 -0.829
O 0.000 -0.972 0.381
C -1.585 -1.217 -1.426
H -0.184 -2.722 -0.729
H 0.565 -1.348 -1.604
H -1.894 -1.767 -2.353
H -1.530 -0.128 -1.689
H -2.429 -1.360 -0.716
N 0.917 1.483 2.229
C 1.290 1.693 0.837
O 0.347 1.318 -0.195
H 0.112 2.012 2.377
H 0.747 0.488 2.278
H 1.485 2.763 0.699
H 2.266 1.147 0.653
H 0.117 0.230 0.086
*
```

Here is what Löwdin gives for the atomic charges, in e: -0.33 -0.06 -0.10 0.13 0.14 0.08 0.08 0.08 0.04 -0.33 -0.09 0.04 0.06 0.12 0.13 0.02

The data favor w; the next most stable structure lies 1.8 kcal/mol above it.